Computed, not measured: C3H5NO2S as an isolated structure in a non-equilibrium geometry, with wB97M-V/def2-TZVPD.

Geometry as XYZ:
```
12
Properties=species:S:1:pos:R:3
C 0.11 0.44 -0.83
C -0.29 0.67 0.44
C 0.66 1.55 1.27
N -0.82 -0.83 -1.91
O -0.40 -2.29 0.22
O -0.97 -3.32 -2.08
S -0.69 -2.20 -1.20
H 0.87 0.65 -1.47
H -1.17 0.32 1.00
H 1.58 1.77 0.65
H 1.11 0.87 2.12
H 0.01 2.36 1.78
```

- Lowest unoccupied orbital energy: 0.00 eV
- HOMO-LUMO gap: 10.3 eV
- Spin multiplicity: 1
- ΔE to the lowest compared entry with this formula, charge and spin: 115.5 kcal per mole
- Total charge: 0

=====

Computed, not measured: a 12-piece molecular cluster, C32H72Cl8N8O8 overall in a non-equilibrium geometry, with wB97M-V/def2-TZVPD.

Geometry as XYZ:
```
128
Properties=species:S:1:pos:R:3
C 5.24 -1.81 1.09
C 5.20 -0.73 0.04
O 5.09 0.44 0.26
N 5.40 -1.24 -1.24
C 5.31 -0.26 -2.27
H 5.24 -1.36 2.10
H 6.17 -2.30 0.89
H 4.42 -2.48 0.91
H 5.31 -2.21 -1.53
H 6.13 0.44 -2.14
H 4.41 0.31 -2.24
H 5.46 -0.68 -3.28
C 0.56 1.87 5.44
C 1.14 1.27 4.18
O 0.87 1.66 3.02
N 1.84 0.13 4.38
C 2.54 -0.50 3.32
H 0.33 2.96 5.34
H 1.12 1.63 6.32
H -0.44 1.38 5.54
H 2.10 -0.05 5.34
H 3.05 0.27 2.72
H 1.85 -1.07 2.69
H 3.32 -1.11 3.78
C -3.19 -3.18 4.96
C -2.75 -1.77 4.61
O -2.61 -0.97 5.55
N -2.43 -1.51 3.36
C -2.05 -0.18 2.98
H -3.49 -3.77 4.08
H -4.03 -2.98 5.64
H -2.33 -3.63 5.49
H -2.69 -2.15 2.59
H -2.06 0.00 1.87
H -1.11 0.15 3.40
H -2.72 0.59 3.40
C -1.35 6.07 2.03
C -1.22 4.69 2.60
O -1.72 4.36 3.70
N -0.59 3.79 1.79
C 0.21 4.28 0.66
H -1.97 6.76 2.56
H -1.76 6.04 1.02
H -0.36 6.48 1.96
H -0.18 2.99 2.30
H 0.79 5.16 0.90
H -0.43 4.46 -0.20
H 0.95 3.53 0.43
C -2.35 2.09 -0.66
C -3.89 2.07 -0.58
O -4.60 1.94 -1.54
N -4.32 2.39 0.70
C -5.66 2.73 1.10
H -2.01 1.88 -1.66
H -1.91 1.36 0.08
H -2.02 3.10 -0.28
H -3.61 2.65 1.32
H -5.84 3.86 1.01
H -5.80 2.46 2.13
H -6.29 2.22 0.37
C -3.12 -2.24 -1.21
C -3.72 -2.05 0.16
O -3.56 -2.79 1.14
N -4.48 -0.93 0.26
C -5.14 -0.69 1.52
H -2.36 -3.04 -1.08
H -2.70 -1.35 -1.62
H -3.87 -2.58 -1.95
H -4.51 -0.25 -0.48
H -5.54 -1.70 1.81
H -5.94 0.00 1.37
H -4.45 -0.32 2.27
C 1.04 -4.50 1.91
C 0.87 -5.86 1.41
O 1.66 -6.37 0.64
N -0.24 -6.49 1.86
C -0.73 -7.77 1.41
H 2.00 -4.43 2.45
H 0.17 -4.20 2.60
H 0.95 -3.79 1.09
H -0.95 -5.90 2.32
H 0.09 -8.45 1.33
H -1.23 -7.66 0.46
H -1.38 -8.11 2.22
C 0.83 0.63 -6.10
C -0.53 0.01 -6.12
O -1.00 -0.42 -7.15
N -1.09 -0.12 -4.91
C -2.42 -0.74 -4.87
H 0.72 1.68 -6.45
H 1.59 0.15 -6.77
H 1.30 0.67 -5.17
H -0.52 0.01 -4.06
H -2.95 -0.74 -5.82
H -3.07 -0.15 -4.26
H -2.40 -1.75 -4.51
Cl -2.44 3.52 -4.63
C -0.83 3.86 -3.98
C -0.82 5.22 -3.46
Cl 0.79 5.73 -2.65
H -0.15 3.67 -4.83
H -0.64 3.22 -3.16
H -1.48 5.27 -2.62
H -1.09 5.92 -4.21
Cl 3.40 4.49 -0.44
C 3.89 4.03 -2.07
C 5.24 3.38 -2.03
Cl 6.59 4.56 -1.77
H 3.77 4.85 -2.81
H 3.11 3.25 -2.32
H 5.49 2.86 -2.94
H 5.30 2.67 -1.19
Cl 1.20 1.30 -1.86
C 1.94 0.39 -0.47
C 2.06 -1.09 -0.78
Cl 0.42 -1.87 -0.85
H 1.32 0.62 0.42
H 2.88 0.86 -0.30
H 2.50 -1.57 0.07
H 2.62 -1.45 -1.66
Cl 2.21 -2.96 -3.85
C 1.54 -4.20 -2.79
C 2.63 -4.98 -2.09
Cl 3.49 -4.08 -0.88
H 0.99 -4.83 -3.50
H 0.79 -3.70 -2.16
H 3.40 -5.43 -2.78
H 2.22 -5.76 -1.46
```

- Lowest unoccupied orbital energy: 0.27 eV
- HOMO-LUMO gap: 9.6 eV
- Spin multiplicity: 1
- Total charge: 0

=====

Computed, not measured: C22H26N4O2RuS3Si as an isolated structure in a non-equilibrium geometry, with wB97M-V/def2-TZVPD.

Geometry as XYZ:
```
59
Properties=species:S:1:pos:R:3
Ru -1.47 0.53 0.25
C -3.48 0.06 3.61
C -3.07 0.84 2.38
S -3.91 0.60 0.92
C -2.05 1.77 2.44
C -1.35 2.06 3.74
S -1.68 2.82 1.10
H -4.28 -0.64 3.36
H -3.85 0.74 4.39
H -2.65 -0.50 4.04
H -1.28 1.18 4.39
H -1.90 2.84 4.28
H -0.35 2.44 3.56
N 3.86 0.27 -3.66
C 2.48 0.06 -3.54
C 1.70 1.00 -2.87
C 0.34 0.81 -2.72
C -0.27 -0.31 -3.28
C 0.49 -1.22 -3.99
C 1.86 -1.04 -4.12
S -1.99 -0.65 -3.05
O -2.73 0.49 -3.53
O -2.23 -1.94 -3.63
N -2.10 -0.71 -1.43
C -2.64 -1.74 -0.72
N -2.13 -1.76 0.53
C -2.62 -2.64 1.38
C -3.59 -3.55 1.02
C -4.03 -3.47 -0.30
N -3.58 -2.59 -1.18
H 4.25 0.87 -2.95
H 4.40 -0.56 -3.80
H 2.17 1.88 -2.44
H -0.26 1.54 -2.19
H 0.00 -2.08 -4.43
H 2.46 -1.77 -4.66
H -2.20 -2.62 2.38
H -3.98 -4.28 1.71
H -4.79 -4.15 -0.66
C 1.17 0.04 2.94
Si 0.69 -0.05 1.13
C 1.26 -1.74 0.54
C 2.01 1.14 0.41
C 1.78 2.48 0.10
C 2.78 3.31 -0.40
C 4.06 2.80 -0.62
C 4.32 1.47 -0.32
C 3.31 0.66 0.19
H 2.19 -0.35 3.02
H 0.52 -0.55 3.60
H 1.17 1.07 3.29
H 2.11 -2.10 1.13
H 1.55 -1.71 -0.51
H 0.45 -2.47 0.64
H 0.79 2.89 0.25
H 2.56 4.34 -0.64
H 4.84 3.44 -1.02
H 5.32 1.07 -0.47
H 3.55 -0.37 0.42
```

- Lowest unoccupied orbital energy (spin up / spin down): 2.14 / 2.65 eV
- HOMO-LUMO gap (spin up / spin down): 6.4 / 6.7 eV
- Spin multiplicity: 2
- ΔE to the lowest compared entry with this formula, charge and spin: 65.9 kcal per mole
- Total charge: -1

=====

Computed, not measured: a 5-piece molecular cluster, C28H48F9IN5O4 overall, with wB97M-V/def2-TZVPD.

Geometry as XYZ:
```
95
Properties=species:S:1:pos:R:3
C -1.62 -0.04 0.83
C -1.63 -1.43 0.26
N -1.91 -2.42 1.00
C -1.32 -1.59 -1.22
N 0.04 -2.17 -1.39
C 0.50 -2.21 -2.70
N 0.33 -3.28 -3.45
C -0.32 -4.52 -3.06
C -1.82 -4.46 -3.23
N -2.33 -3.49 -3.87
N 1.04 -1.09 -3.20
I 2.27 -1.23 -4.85
C 1.55 -0.08 -2.25
C 2.88 -0.50 -1.58
C 2.90 -0.20 -0.09
F 1.74 -0.51 0.52
F 3.08 1.13 0.08
C 4.04 -0.90 0.70
F 5.17 -0.76 -0.02
F 4.20 -0.26 1.86
C 3.83 -2.43 0.99
F 5.00 -3.06 0.83
F 2.95 -2.96 0.10
C 3.30 -2.77 2.41
F 4.24 -2.55 3.32
F 2.23 -2.03 2.69
F 2.95 -4.05 2.45
H -2.45 0.54 0.42
H -0.70 0.48 0.59
H -1.74 -0.09 1.92
H -1.94 -3.30 0.48
H -2.09 -2.23 -1.68
H -1.35 -0.63 -1.73
H 0.15 -3.06 -0.92
H 0.64 -3.23 -4.42
H -0.06 -4.80 -2.03
H 0.09 -5.31 -3.69
H -2.40 -5.26 -2.76
H -3.35 -3.58 -3.85
H 1.69 0.83 -2.83
H 0.78 0.14 -1.51
H 3.08 -1.56 -1.74
H 3.71 0.06 -2.01
C 2.38 0.73 7.18
C 3.17 0.39 5.91
C 2.05 0.26 4.88
O 1.02 1.16 5.29
C 1.28 1.62 6.62
H 2.97 1.22 7.94
H 1.95 -0.18 7.61
H 3.83 1.22 5.65
H 3.77 -0.51 6.00
H 1.65 -0.76 4.87
H 2.37 0.52 3.87
H 1.60 2.67 6.57
H 0.35 1.57 7.19
C -5.21 -0.86 -0.70
C -5.43 -0.28 -2.10
C -4.83 -1.37 -2.97
O -5.03 -2.61 -2.28
C -5.46 -2.34 -0.94
H -5.87 -0.44 0.06
H -4.18 -0.70 -0.38
H -6.49 -0.17 -2.30
H -4.95 0.69 -2.25
H -3.75 -1.22 -3.11
H -5.30 -1.44 -3.96
H -6.52 -2.59 -0.84
H -4.90 -2.99 -0.26
C -1.52 3.26 5.30
C -2.60 2.93 6.32
C -3.37 4.25 6.39
O -3.27 4.83 5.09
C -2.28 4.15 4.33
H -1.07 2.39 4.83
H -0.71 3.83 5.77
H -3.24 2.13 5.95
H -2.21 2.63 7.29
H -2.93 4.93 7.13
H -4.43 4.12 6.63
H -2.78 3.55 3.56
H -1.65 4.89 3.83
C 2.60 3.57 -7.95
C 2.70 3.94 -6.47
C 2.21 2.67 -5.80
O 2.59 1.59 -6.67
C 3.02 2.11 -7.93
H 3.23 4.18 -8.60
H 1.57 3.67 -8.29
H 3.74 4.13 -6.20
H 2.11 4.81 -6.20
H 1.12 2.67 -5.70
H 2.65 2.50 -4.82
H 4.11 2.01 -8.01
H 2.56 1.52 -8.72
```

- Lowest unoccupied orbital energy: -4.17 eV
- HOMO-LUMO gap: 6.4 eV
- Spin multiplicity: 1
- Total charge: +1

=====

Computed, not measured: one molecule with the formula CH3Cl2OPS in a non-equilibrium geometry, with wB97M-V/def2-TZVPD.

Geometry as XYZ:
```
9
Properties=species:S:1:pos:R:3
C -1.96 -0.61 0.82
O 0.85 1.36 -1.16
P 1.42 0.80 0.25
S 1.06 -1.35 0.07
Cl -1.15 -0.90 -0.56
Cl 3.34 0.89 -0.06
H -2.00 0.44 1.12
H -2.69 -1.27 1.23
H 1.13 0.64 -1.72
```

- Lowest unoccupied orbital energy (spin up / spin down): -0.84 / -1.19 eV
- HOMO-LUMO gap (spin up / spin down): 7.7 / 7.6 eV
- Spin multiplicity: 1
- ΔE to the lowest compared entry with this formula, charge and spin: 112.1 kcal per mole
- Total charge: 0

=====

Computed, not measured: a 2-piece molecular cluster, C14H16 overall in a non-equilibrium geometry, with wB97M-V/def2-TZVPD.

Geometry as XYZ:
```
30
Properties=species:S:1:pos:R:3
C 4.21 -0.13 -3.86
C 1.60 -0.49 -0.46
C 1.14 -0.01 -1.68
C 2.92 -0.94 -0.38
C 1.99 0.17 -2.77
C 3.72 -0.94 -1.51
C 3.31 -0.24 -2.64
H 1.01 -0.75 0.41
H 0.11 0.32 -1.69
H 3.35 -1.26 0.56
H 1.53 0.65 -3.62
H 4.71 -1.37 -1.51
H 5.06 0.52 -3.63
H 3.72 0.40 -4.67
H 4.51 -1.13 -4.14
C -3.91 2.11 2.82
C -1.89 -1.39 1.35
C -2.37 -1.35 2.65
C -1.96 -0.21 0.62
C -3.00 -0.21 3.14
C -2.67 0.90 1.02
C -3.25 0.88 2.29
H -1.44 -2.30 0.98
H -2.51 -2.19 3.32
H -1.33 -0.11 -0.22
H -3.49 -0.08 4.09
H -2.77 1.79 0.40
H -3.65 3.03 2.30
H -3.68 2.30 3.88
H -5.00 2.02 2.96
```

- Lowest unoccupied orbital energy: 0.96 eV
- HOMO-LUMO gap: 9.9 eV
- Spin multiplicity: 1
- ΔE to the lowest compared entry with this formula, charge and spin: 21.8 kcal per mole
- Total charge: 0

=====

Computed, not measured: C5H12IN2O4P2S as an isolated structure in a non-equilibrium geometry, with wB97M-V/def2-TZVPD.

Geometry as XYZ:
```
27
Properties=species:S:1:pos:R:3
C -2.35 -1.01 -0.34
C -1.58 0.30 -0.25
N -1.61 0.92 -1.58
C -0.38 0.85 -2.24
O -0.11 1.42 -3.28
C 0.53 -0.04 -1.38
S 0.52 -1.80 -1.86
C -0.05 0.26 0.01
P 0.62 -0.54 1.61
N 2.17 -1.10 1.05
O -0.16 -2.02 1.84
P 0.39 2.09 0.33
O 0.21 2.36 1.92
O 1.97 2.19 -0.11
H -3.40 -0.75 -0.43
H -2.09 -1.60 -1.22
H -2.27 -1.59 0.57
H -1.97 0.93 0.55
H -2.42 0.73 -2.15
H 1.57 0.25 -1.42
H -0.13 -2.31 -0.80
H 2.59 -0.34 0.52
H 2.01 -1.89 0.43
H 0.46 -2.55 2.34
H 0.92 1.93 2.46
H 2.08 3.05 -0.53
I 2.47 0.27 3.96
```

- Lowest unoccupied orbital energy: 2.58 eV
- HOMO-LUMO gap: 5.9 eV
- Spin multiplicity: 1
- Total charge: -1

=====

Computed, not measured: C16H20B2Cl5F6KMg2N4O11P as an isolated structure in a non-equilibrium geometry, with wB97M-V/def2-TZVPD.

Geometry as XYZ:
```
68
Properties=species:S:1:pos:R:3
N 5.68 1.57 0.37
P 5.13 1.78 -1.17
O 6.41 1.52 -2.37
O 3.87 0.63 -1.49
C 4.61 3.62 -1.29
C 5.85 4.71 -1.53
C 5.56 6.33 -1.62
C 3.99 6.81 -1.49
C 2.85 5.64 -1.26
N 3.19 4.14 -1.16
C 2.02 3.21 -0.96
C 1.72 2.23 0.30
C 0.40 1.32 0.31
N -0.72 1.19 -0.65
C -0.43 2.13 -1.77
C 0.81 3.10 -2.05
H 5.55 2.50 0.88
H 6.04 1.82 -3.27
H 4.19 -0.22 -1.03
H 6.99 4.37 -1.61
H 6.49 7.05 -1.76
H 3.76 7.96 -1.56
H 1.72 6.03 -1.18
H 2.48 2.20 1.21
H 0.29 0.61 1.27
H -1.29 2.15 -2.60
H 0.85 3.75 -3.03
Cl 4.21 4.52 0.72
Mg 3.01 1.53 -3.44
B -0.56 -3.33 -0.76
O -1.83 -3.91 -1.20
C -2.19 -3.27 -2.32
O -3.21 -3.51 -2.95
C -1.21 -2.28 -2.66
O -1.24 -1.52 -3.62
O -0.22 -2.29 -1.74
F 0.48 -4.35 -0.74
F -0.71 -2.74 0.56
B 0.79 -6.87 1.79
F 2.02 -6.53 2.49
F 1.12 -7.38 0.47
F 0.07 -7.89 2.53
F -0.04 -5.68 1.66
Mg -4.31 -2.61 -0.99
C 8.11 2.38 2.28
O 8.60 3.11 3.27
H 7.64 1.42 2.55
H 7.31 2.83 1.67
H 8.81 2.06 1.50
C -5.41 -6.80 1.65
Cl -5.81 -8.14 2.75
Cl -3.63 -6.65 1.52
Cl -6.09 -7.12 0.04
Cl -6.09 -5.28 2.29
N 4.21 9.44 1.11
O 3.32 9.58 1.96
O 5.30 8.94 1.42
O 4.01 9.81 -0.06
K -7.49 -4.18 4.34
C -12.49 -4.33 0.76
C -11.53 -5.15 1.60
O -10.63 -4.30 2.29
H -11.95 -3.72 0.04
H -13.19 -4.98 0.22
H -13.07 -3.65 1.40
H -10.94 -5.82 0.96
H -12.07 -5.76 2.33
H -11.16 -3.71 2.86
```

- Lowest unoccupied orbital energy: -7.99 eV
- HOMO-LUMO gap: 1.3 eV
- Spin multiplicity: 1
- Total charge: +1